This record from the Open Molecules 2025 dataset describes a structure of composition C24H23BrN9O5RhS2 in a non-equilibrium geometry. The level of theory is wB97M-V/def2-TZVPD.

Results
multiplicity: 1
energy relative to the best compared isomer or geometry (same formula, charge and spin): 0.6 kcal/mol
E_HOMO: -0.2691 Ha
charge: 0

```
65
Properties=species:S:1:pos:R:3:lowdin_charge:R:1
Rh 0.32 1.31 0.61 0.954
O 1.12 -1.97 2.91 -0.099
C 0.52 -1.96 4.20 -0.257
C 0.55 -0.60 4.87 -0.174
C 0.12 0.60 4.03 -0.158
C -1.20 0.45 3.31 -0.240
C -2.30 -0.03 4.02 -0.016
C -3.54 -0.12 3.41 -0.041
C -3.66 0.33 2.10 -0.040
C -2.54 0.84 1.47 -0.090
N -1.32 0.89 2.04 0.046
H 2.04 -1.71 2.96 0.062
H 1.00 -2.70 4.85 0.118
H -0.51 -2.29 4.04 0.115
H 1.56 -0.39 5.24 0.118
H -0.08 -0.68 5.76 0.107
H 0.87 0.88 3.30 0.006
H 0.02 1.44 4.72 0.123
H -2.17 -0.34 5.04 0.118
H -4.39 -0.52 3.94 0.114
H -4.60 0.32 1.58 0.112
H -2.61 1.26 0.48 0.097
Br 4.62 -3.19 -4.20 0.742
C 2.78 -2.89 -4.51 -0.684
C 2.00 -3.91 -5.04 -0.125
C 0.65 -3.68 -5.25 -0.032
C 0.07 -2.47 -4.92 -0.282
C 0.88 -1.44 -4.43 -0.017
C 2.23 -1.65 -4.22 -0.108
N -1.33 -2.40 -5.21 0.060
N -2.11 -1.52 -4.78 0.067
C -1.88 -0.72 -3.64 -0.247
C -2.42 0.54 -3.69 -0.014
C -2.18 1.51 -2.72 0.003
C -1.38 1.23 -1.63 -0.354
O -1.11 2.09 -0.68 -0.210
C -0.88 -0.11 -1.52 -0.126
N -0.11 -0.38 -0.42 -0.024
C 0.34 -1.59 -0.20 -0.099
C -0.02 -2.66 -1.02 -0.001
C -0.78 -2.43 -2.13 0.012
C -1.17 -1.11 -2.46 -0.113
H 2.45 -4.86 -5.29 0.099
H 0.02 -4.45 -5.68 0.112
H 0.48 -0.46 -4.21 0.121
H 2.85 -0.86 -3.80 0.092
H -3.02 0.78 -4.57 0.116
H -2.60 2.51 -2.81 0.116
H 0.99 -1.72 0.66 0.078
H 0.32 -3.66 -0.77 0.118
H -1.08 -3.25 -2.77 0.122
O 4.05 1.64 -0.87 -0.340
S 2.79 0.99 -0.70 0.181
O 2.56 -0.20 -1.48 -0.357
O 1.58 1.94 -0.82 -0.499
S 2.45 0.66 1.34 0.406
N 1.33 5.59 3.67 0.140
N 1.02 4.83 2.56 -0.276
N 0.66 5.38 1.42 0.152
C 0.38 4.31 0.69 -0.141
N 0.58 3.19 1.40 -0.113
N 0.98 3.54 2.60 0.123
H 1.71 6.47 3.33 0.102
H 2.02 5.08 4.21 0.103
H 0.06 4.30 -0.34 0.122
```

---

This record from the Open Molecules 2025 dataset describes a structure of composition C2H4NOP in a non-equilibrium geometry. The level of theory is wB97M-V/def2-TZVPD.

Results
multiplicity: 1
energy relative to the best compared isomer or geometry (same formula, charge and spin): 44.8 kcal/mol
E_HOMO: -0.3444 Ha
charge: 0

```
9
Properties=species:S:1:pos:R:3:lowdin_charge:R:1
C -0.42 -0.01 0.96 -0.304
C 0.43 -0.87 1.27 0.007
N -1.06 0.64 0.16 -0.079
O 0.96 -0.24 -1.14 -0.373
P -0.21 0.60 -1.26 0.600
H 1.38 -0.46 1.73 0.110
H 0.23 -1.78 1.73 0.054
H -0.13 1.92 -1.42 -0.002
H -1.18 0.18 -2.03 -0.013
```

---

This record from the Open Molecules 2025 dataset describes the molecule C3H6N2O in a non-equilibrium geometry. The level of theory is wB97M-V/def2-TZVPD.

Results
multiplicity: 1
energy relative to the best compared isomer or geometry (same formula, charge and spin): 119.5 kcal/mol
E_HOMO (spin up / spin down): -0.3168 / -0.3168 Ha
charge: 0

```
12
Properties=species:S:1:pos:R:3:lowdin_charge:R:1
C 1.73 -1.50 -0.32 -0.390
C -0.69 0.83 0.44 -0.309
C -1.72 0.85 -0.54 0.057
N 0.49 0.19 0.19 -0.052
N 0.51 -0.96 -0.47 0.064
O 2.64 -1.03 0.35 -0.007
H 1.77 -2.51 -0.87 0.134
H -0.38 1.83 0.63 0.123
H -1.23 0.31 1.33 0.169
H -2.10 0.17 -1.16 0.007
H -2.43 1.61 -0.31 0.050
H 1.41 0.20 0.74 0.153
```